A | The following is a DFT calculation (ωB97M-V/def2-TZVPD) of a molecular structure, C30H42IrN4OS3.

Geometry as XYZ:
```
81
Properties=species:S:1:pos:R:3:mulliken_spin:R:1
Ir 0.34 -0.53 -0.11 0.064
S -1.80 -1.13 0.40 0.556
S -0.46 -0.77 -3.20 0.001
S 0.60 -2.69 -0.80 0.059
O 0.12 0.14 -2.07 -0.001
N 2.47 -0.33 -0.33 -0.013
N 0.74 -1.15 1.84 -0.001
N 0.57 3.76 1.09 0.000
N -0.16 1.69 0.18 0.025
C 0.39 5.22 1.19 0.000
C -1.96 -4.23 2.91 -0.037
C 2.86 0.95 -0.98 0.004
C 4.16 -3.66 -2.38 -0.003
C -4.02 -2.45 -2.55 -0.002
C -1.18 3.75 -0.59 -0.001
C 0.43 -0.10 2.85 0.047
C 3.05 -1.48 -1.06 0.008
C -2.98 0.13 -2.56 -0.003
C -0.11 -2.30 2.16 0.106
C -2.68 -2.25 -2.84 0.008
C -6.30 -1.60 -1.95 0.000
C 4.40 -1.46 -1.43 -0.003
C -0.48 0.39 -4.55 0.005
C -1.40 -2.28 1.62 0.008
C 2.95 -0.37 1.09 0.004
C 1.29 3.18 3.41 0.000
C -0.72 5.66 2.14 0.000
C -4.85 -1.37 -2.26 0.000
C -2.17 -0.96 -2.86 0.009
C 0.26 -3.28 3.06 -0.034
C 2.83 -3.68 -2.00 0.008
C -0.21 3.00 0.30 0.004
C -2.34 -3.25 2.02 0.083
C 4.95 -2.55 -2.09 0.008
C 1.62 3.19 1.92 -0.002
C -4.31 -0.08 -2.26 0.000
C -0.66 -4.25 3.42 0.116
C 2.27 -2.59 -1.33 0.003
C 2.21 -1.46 1.85 0.004
H -2.67 -4.99 3.21 0.001
H -0.64 4.39 -1.28 0.000
H 1.22 4.19 3.80 0.000
H 0.23 5.63 0.20 0.000
H -2.58 1.14 -2.57 0.002
H -1.07 1.27 -4.28 -0.001
H -3.33 -3.23 1.60 -0.001
H -4.42 -3.45 -2.55 0.000
H -6.79 -2.14 -2.76 0.000
H 2.09 2.68 3.96 0.000
H -4.95 0.76 -2.04 0.000
H 2.58 -1.52 2.87 0.001
H 1.26 -3.29 3.49 0.002
H -2.03 -3.09 -3.06 -0.002
H 5.02 -0.61 -1.21 0.000
H -0.53 5.34 3.16 0.000
H -6.83 -0.66 -1.80 0.000
H -6.42 -2.20 -1.04 0.000
H 0.83 0.85 2.51 -0.023
H 3.94 1.10 -0.94 0.000
H 2.35 -2.42 1.36 -0.003
H -0.65 -0.01 2.95 -0.003
H 4.02 -0.56 1.12 0.000
H 1.82 2.20 1.54 0.002
H 4.59 -4.50 -2.90 0.000
H 2.53 3.79 1.76 0.000
H 5.99 -2.52 -2.39 0.000
H -0.84 1.49 -0.54 -0.010
H -0.80 6.74 2.13 0.000
H 2.36 1.77 -0.46 0.001
H 1.34 5.61 1.54 0.000
H -1.86 4.37 -0.01 0.000
H -1.77 3.04 -1.17 0.002
H -0.91 -0.11 -5.41 0.000
H -0.37 -5.03 4.12 0.003
H -1.69 5.26 1.85 0.000
H 0.35 2.67 3.62 0.000
H 0.86 -0.39 3.81 0.001
H 2.77 0.60 1.53 -0.001
H 2.22 -4.55 -2.21 0.000
H 0.55 0.67 -4.76 0.000
H 2.52 0.93 -2.01 -0.001
```

HOMO (spin up / spin down) = -12.919 / -12.852 eV
Kohn-Sham gap (spin up / spin down) = 8.246 / 4.894 eV
LUMO (spin up / spin down) = -4.673 / -7.958 eV
Net charge = +2
2S+1 = 2

B | The following is a DFT calculation (ωB97M-V/def2-TZVPD) of a molecular structure, C30H42IrN4OS3.

Geometry as XYZ:
```
81
Properties=species:S:1:pos:R:3:mulliken_spin:R:1
Ir 0.08 -0.57 0.85 0.049
S 0.54 2.52 -2.16 0.001
S -1.27 -0.23 -0.92 -0.003
S 1.67 -1.41 2.33 0.612
O 1.52 3.32 -1.35 0.000
N 3.87 0.54 -0.74 -0.006
N -1.53 -1.60 1.75 0.022
N -0.22 0.89 2.28 -0.001
N 1.67 0.47 -0.02 0.011
C -0.41 2.23 1.61 0.002
C 4.04 1.91 -0.24 0.000
C 2.79 1.90 -3.61 0.000
C 1.48 1.56 -3.34 0.000
C -5.15 -1.90 0.76 -0.001
C 2.71 -0.11 4.45 0.101
C -1.25 -3.07 1.88 0.006
C -0.23 3.65 -3.32 0.000
C -2.80 -1.47 0.99 -0.008
C 1.60 -0.25 -4.90 0.000
C 6.03 -0.65 -0.35 -0.001
C 3.51 1.15 -4.53 0.000
C -2.76 -0.92 -0.28 0.002
C 0.97 2.05 4.13 -0.017
C -3.93 -0.87 -1.04 0.000
C 5.04 -0.09 -1.37 -0.003
C 3.71 -0.73 -6.20 0.000
C -1.54 0.51 2.94 -0.003
C 0.85 0.97 3.29 0.057
C 4.15 1.99 1.28 0.005
C 2.92 0.06 -5.19 0.000
C 1.95 2.06 5.12 0.132
C 2.61 -1.53 -1.05 0.013
C 0.87 0.49 -3.98 -0.001
C 1.73 -0.12 3.43 0.036
C 2.72 -0.11 -0.58 0.011
C -1.64 -0.98 3.11 -0.001
C -3.99 -1.96 1.52 0.005
C -5.11 -1.36 -0.52 0.001
C 2.82 0.98 5.29 -0.035
H -0.88 3.08 -3.98 0.000
H 3.25 1.59 1.76 0.005
H -0.81 4.37 -2.74 0.000
H 5.52 0.67 -1.97 0.000
H 4.10 -0.08 -6.98 0.000
H -2.58 -1.24 3.58 0.000
H 0.53 2.60 1.23 -0.005
H 4.25 3.03 1.59 0.001
H -4.02 -2.40 2.51 0.000
H -1.11 2.10 0.80 0.001
H 1.76 1.48 0.08 0.011
H 2.03 2.92 5.77 0.003
H 0.31 2.91 4.05 0.006
H -0.82 2.93 2.34 0.001
H 1.12 -1.08 -5.41 0.000
H 4.56 -1.22 -5.73 0.000
H 3.23 2.54 -0.61 0.001
H 3.57 1.00 6.06 0.001
H 4.71 -0.86 -2.06 0.000
H -1.62 1.04 3.89 0.000
H 5.54 -1.37 0.32 0.000
H -6.07 -2.28 1.17 0.000
H 3.37 -0.96 4.54 -0.004
H 0.55 4.17 -3.89 0.000
H 3.38 -2.17 -0.63 -0.002
H -0.84 -1.37 3.73 0.003
H -0.33 -3.22 2.43 -0.005
H -6.02 -1.31 -1.11 0.000
H 4.95 2.29 -0.69 -0.001
H 2.71 -1.54 -2.14 0.000
H -1.17 -3.50 0.89 -0.003
H 6.48 0.14 0.25 0.000
H -2.07 -3.56 2.42 0.000
H 3.24 2.75 -3.11 0.000
H -0.16 0.23 -3.77 0.000
H -2.33 0.86 2.28 0.003
H 3.10 -1.49 -6.67 0.000
H 6.83 -1.17 -0.87 0.000
H 4.53 1.43 -4.77 0.000
H 5.01 1.44 1.66 0.000
H -3.90 -0.44 -2.03 0.000
H 1.63 -1.94 -0.83 -0.004
```

HOMO (spin up / spin down) = -13.274 / -13.273 eV
Kohn-Sham gap (spin up / spin down) = 6.542 / 4.646 eV
LUMO (spin up / spin down) = -6.732 / -8.627 eV
Net charge = +2
2S+1 = 2

Stability comparison, relative energies in kcal/mol: A 0.0; B 15.3

A | The following is a DFT calculation (ωB97M-V/def2-TZVPD) of 2 unconnected molecules or ions with the total composition C11H15N.

Geometry as XYZ:
```
27
Properties=species:S:1:pos:R:3:mulliken_spin:R:1
N -0.30 1.40 1.40 -0.015
C -1.55 0.89 1.44 0.194
C 0.47 0.65 -2.67 -0.025
C 1.39 1.44 -1.92 -0.009
C -0.67 0.22 -2.04 0.397
C -0.83 0.49 -0.68 -0.109
C 1.07 -2.00 1.08 0.003
C 1.22 1.77 -0.59 0.391
C -3.07 -0.70 -0.14 0.051
C 0.07 1.25 0.08 -0.031
C 2.46 -1.15 1.38 0.005
C -1.97 0.20 0.29 -0.062
H -3.87 -0.17 -0.66 -0.005
H 1.29 -3.09 0.95 -0.005
H 2.32 1.69 -2.38 0.013
H -3.45 -1.09 0.81 -0.009
H -1.51 -0.22 -2.64 0.066
H 2.73 -0.61 0.42 0.010
H 0.70 -1.79 0.10 0.020
H 2.04 -0.19 1.95 0.021
H 0.37 -1.63 1.84 0.001
H 3.14 -1.67 2.07 -0.013
H 1.94 2.57 -0.23 0.076
H 0.14 1.85 2.15 -0.022
H -2.60 -1.60 -0.66 -0.009
H 0.57 0.54 -3.69 0.026
H -2.11 0.94 2.34 0.044
```

HOMO (spin up / spin down) = 0.991 / -3.089 eV
Kohn-Sham gap (spin up / spin down) = 2.805 / 6.738 eV
LUMO (spin up / spin down) = 3.796 / 3.649 eV
Net charge = -1
2S+1 = 2

B | The following is a DFT calculation (ωB97M-V/def2-TZVPD) of 2 unconnected molecules or ions with the total composition C11H15N.

Geometry as XYZ:
```
27
Properties=species:S:1:pos:R:3:mulliken_spin:R:1
N -0.83 1.38 0.57 0.015
C 1.24 -0.68 2.64 0.312
C -1.16 -0.60 1.59 -0.192
C -1.74 0.36 0.80 0.292
C 2.69 1.07 1.81 0.116
C -0.39 0.70 -3.53 0.161
C 1.63 1.65 1.07 0.516
C 0.16 -0.14 1.87 0.100
C -0.52 -0.60 -4.28 0.088
C 2.52 -0.11 2.52 -0.078
C -1.74 -1.92 2.03 0.091
C 0.38 1.02 1.11 -0.342
H -0.94 -2.53 2.47 -0.015
H 1.01 -1.58 3.19 0.024
H -2.75 0.35 0.45 0.021
H -0.59 1.50 -4.26 -0.042
H -2.11 -2.47 1.14 -0.013
H -1.07 0.85 -2.70 0.014
H 1.79 2.64 0.64 0.081
H 3.31 -0.59 3.09 -0.006
H -0.89 2.06 -0.16 -0.058
H -1.33 -0.59 -5.00 -0.017
H 0.62 0.93 -3.20 -0.037
H -2.56 -1.86 2.74 0.005
H -0.82 -1.43 -3.64 -0.049
H 3.66 1.52 1.87 0.028
H 0.41 -0.93 -4.80 -0.015
```

HOMO (spin up / spin down) = 0.856 / -2.992 eV
Kohn-Sham gap (spin up / spin down) = 2.769 / 6.434 eV
LUMO (spin up / spin down) = 3.625 / 3.442 eV
Net charge = -1
2S+1 = 2

Stability comparison, relative energies in kcal/mol: A 38.1; B 0.0

A | The following is a DFT calculation (ωB97M-V/def2-TZVPD) of 2 unconnected molecules or ions with the total composition C4H13N2Si.

Geometry as XYZ:
```
20
Properties=species:S:1:pos:R:3:mulliken_charge:R:1
Si 0.92 -0.09 -0.25 0.687
N -2.83 -0.24 0.91 -0.251
N -1.32 0.98 -0.24 -0.487
C -2.56 0.77 0.06 0.077
C 0.56 -1.13 -1.87 -0.870
C 0.77 -0.86 1.53 -0.907
C 2.18 1.35 -0.06 -0.992
H 1.35 -1.91 -2.05 0.357
H -2.13 -0.89 1.12 0.170
H 3.17 0.99 0.26 0.351
H 1.20 -0.20 2.36 0.301
H 1.84 1.95 0.82 0.318
H -0.49 -1.49 -1.98 0.308
H -3.44 1.31 -0.31 0.334
H 0.78 -0.27 -2.62 0.278
H 1.27 -1.83 1.60 0.359
H -1.31 1.50 -1.08 0.227
H -3.71 -0.34 1.38 0.231
H -0.32 -0.92 1.84 0.138
H 2.18 1.92 -0.92 0.372
```

HOMO = -14.083 eV
Kohn-Sham gap = 10.597 eV
LUMO = -3.486 eV
Net charge = +1

B | The following is a DFT calculation (ωB97M-V/def2-TZVPD) of a gas-phase ion, C4H13N2Si (charge +1).

Geometry as XYZ:
```
20
Properties=species:S:1:pos:R:3:mulliken_charge:R:1
Si 2.50 -0.25 0.57 0.350
N 0.07 1.23 0.04 -0.064
N -1.56 -0.86 0.48 -0.381
C 0.59 0.07 0.24 0.150
C -0.23 -1.14 0.10 -0.392
C 0.90 2.35 -0.31 -1.102
C -2.63 -1.22 -0.50 -0.885
H 1.59 2.08 -1.07 0.406
H 2.38 -1.30 -0.53 -0.007
H 3.16 0.92 0.07 -0.071
H 0.35 3.22 -0.75 0.335
H -3.58 -0.83 -0.19 0.310
H 0.18 -2.00 0.76 0.334
H 2.70 -0.52 2.07 0.019
H 1.48 2.68 0.51 0.421
H -0.93 1.19 0.01 0.294
H -2.83 -2.36 -0.57 0.298
H -1.70 -1.26 1.47 0.253
H -0.06 -1.31 -1.01 0.365
H -2.38 -0.68 -1.39 0.367
```

SMILES = CNC/C([SiH3])=[NH+]/C
HOMO = -13.301 eV
Kohn-Sham gap = 9.045 eV
LUMO = -4.256 eV
Net charge = +1

Stability comparison, relative energies in kcal/mol: A 0.0; B 51.4